{"formula": "C18H19Cl5IrN6O7", "method": "ωB97M-V/def2-TZVPD", "symbols": ["Ir", "Cl", "Cl", "Cl", "Cl", "Cl", "O", "O", "O", "O", "O", "O", "O", "N", "N", "N", "N", "N", "N", "C", "C", "C", "C", "C", "C", "C", "C", "C", "C", "C", "C", "C", "C", "C", "C", "C", "C", "H", "H", "H", "H", "H", "H", "H", "H", "H", "H", "H", "H", "H", "H", "H", "H", "H", "H", "H"], "positions_angstrom": [[-0.052920, 0.123081, 0.402124], [4.438845, 2.099047, 0.754573], [0.673415, -1.517669, 2.106957], [6.356286, 0.940256, 2.956034], [5.382449, -1.432913, 4.692728], [2.562440, -2.665524, 4.297120], [-4.750635, -0.872276, -2.553060], [-3.762688, -1.440898, -0.167743], [-1.812518, -0.848026, 0.754970], [-1.967723, 2.704329, -1.610109], [1.900601, 0.773368, 0.662384], [-0.171708, 1.850560, -0.622602], [-3.955859, 0.346931, -4.229009], [-4.534497, 3.827711, -1.029194], [-0.550388, -0.586254, -1.514272], [-4.574809, 3.200476, -3.259115], [-3.903263, 5.318455, -2.676564], [-1.262266, 1.532761, 1.733640], [-1.283502, -0.248839, -3.529295], [-2.703997, 4.877306, 0.356156], [-2.012765, 2.396063, 0.788217], [3.971680, 0.811253, 1.745977], [-4.330696, 4.106983, -2.318194], [-1.914464, -0.804406, -1.533622], [1.165996, 0.167003, -3.170328], [-1.397865, 2.330819, -0.615426], [-2.613063, -1.069222, -0.261227], [-3.769724, -0.357813, -3.267286], [2.651272, 0.266143, 1.545646], [-2.384439, -0.597445, -2.789714], [3.074502, -1.363262, 3.333451], [4.369055, -0.793778, 3.513971], [-0.190256, -0.234634, -2.740686], [-2.108581, 3.833920, 1.305566], [-4.204097, 4.741322, 0.069314], [2.255650, -0.844090, 2.369769], [4.802615, 0.288264, 2.715937], [-3.795343, 5.553093, -3.648677], [-1.863829, 0.892028, 2.241190], [-3.868771, 6.076004, -2.018337], [-4.735652, 4.383750, 0.951507], [1.306506, 1.228129, -2.957462], [-0.680794, 2.047165, 2.387588], [-1.312304, -0.010787, -4.511170], [-2.700752, 3.803865, 2.224996], [-4.641932, 5.715779, -0.154968], [-1.106196, 4.164941, 1.592507], [-4.438768, -1.305637, -1.717441], [1.911642, -0.398861, -2.615693], [-4.410044, 3.419600, -4.227186], [1.307996, -0.004675, -4.235225], [-2.548086, 5.845348, 0.835649], [-4.688539, 2.223104, -3.048568], [-2.155558, 4.902133, -0.586075], [-3.015070, 1.970608, 0.691965], [-4.897524, 2.914735, -0.814095]], "atomic_forces_ev_per_a": [[-1.4, 0.9, 1.1], [0.0, 0.0, 0.0], [0.1, -0.1, -0.3], [0.0, 0.0, 0.0], [0.0, 0.0, 0.0], [0.0, 0.0, 0.0], [0.1, 0.2, -0.2], [0.0, 0.0, 0.0], [-0.2, 0.6, -0.4], [-0.1, 0.1, 0.1], [-0.1, 0.2, -0.3], [-0.2, -0.7, -0.2], [0.1, 0.1, 0.0], [-0.1, 0.1, -0.2], [0.5, -0.4, 0.0], [0.0, 0.1, 0.1], [0.0, 0.0, 0.0], [1.4, -0.6, 0.1], [0.1, 0.0, 0.0], [0.0, 0.1, 0.1], [-0.4, -0.1, -0.2], [0.0, 0.0, 0.1], [-0.1, -0.1, 0.2], [-0.1, -0.2, -0.1], [0.0, 0.0, 0.0], [0.4, -0.2, 0.2], [0.5, -0.1, 0.0], [-0.2, -0.2, 0.0], [-0.1, -0.2, 0.0], [0.1, 0.2, 0.1], [-0.2, 0.0, -0.2], [0.1, 0.0, 0.1], [0.0, -0.1, 0.0], [-0.1, 0.0, 0.1], [0.0, -0.1, -0.1], [0.1, 0.1, 0.0], [0.1, 0.1, -0.1], [0.0, 0.0, 0.0], [-0.1, 0.1, 0.0], [0.0, 0.0, 0.0], [0.0, 0.0, 0.0], [0.0, 0.0, 0.0], [-0.3, 0.3, 0.0], [0.0, 0.0, 0.0], [0.0, 0.1, 0.0], [0.0, 0.0, 0.0], [0.0, 0.0, -0.1], [-0.1, 0.0, 0.1], [0.0, 0.0, 0.0], [0.0, -0.1, 0.0], [0.0, 0.0, 0.0], [0.0, 0.0, 0.0], [0.0, -0.1, 0.0], [0.0, 0.0, 0.1], [0.0, 0.0, 0.1], [0.0, 0.0, 0.0]], "lumo_ev": [-6.12, -8.61], "e_above_lowest_ev": 2.095, "total_charge": 2, "spin_multiplicity": 2, "energy_ha": -3957.3934}